Record 1
Below is a molecular structure, C19H28N4S2Y at a distorted geometry, with properties calculated with ωB97M-V with the def2-TZVPD basis set.

Cartesian coordinates (Å):
1 Y 0.845 0.054 -0.068
2 S -0.099 -2.449 -0.490
3 S -0.187 2.526 -0.534
4 C 1.526 -3.335 -0.417
5 C -0.398 -2.429 -2.330
6 C 0.223 -1.232 -3.050
7 N -0.075 0.019 -2.291
8 C 0.204 1.263 -3.069
9 C -0.446 2.465 -2.381
10 H -1.495 -2.430 -2.454
11 H -0.004 -3.372 -2.722
12 H -0.186 -1.144 -4.078
13 H 1.330 -1.325 -3.133
14 H -0.192 1.147 -4.099
15 H 1.310 1.379 -3.148
16 H -1.540 2.447 -2.530
17 H -0.055 3.405 -2.784
18 C 1.443 3.403 -0.459
19 H -1.092 0.013 -1.997
20 H 2.179 3.018 -1.181
21 H 1.838 3.294 0.562
22 H 1.228 4.461 -0.654
23 H 1.918 -3.233 0.606
24 H 2.262 -2.943 -1.136
25 H 1.305 -4.391 -0.619
26 C -3.265 -0.044 0.636
27 C -2.676 -0.027 1.830
28 H -3.452 -1.004 0.151
29 H -3.421 0.903 0.106
30 H -2.360 -0.970 2.293
31 H -2.406 0.930 2.288
32 C -0.253 -1.451 5.863
33 C -0.331 -0.110 5.462
34 C 0.216 0.310 4.232
35 C 0.875 -0.611 3.379
36 C 0.923 -1.958 3.794
37 C 0.389 -2.368 5.025
38 N 1.547 -0.224 2.174
39 N 2.878 -0.050 2.242
40 C 3.670 0.026 1.079
41 C 5.080 0.109 1.066
42 C 5.753 0.143 -0.149
43 C 5.049 0.129 -1.359
44 C 3.663 0.089 -1.337
45 N 3.016 0.021 -0.140
46 H -0.675 -1.777 6.832
47 H -0.823 0.611 6.130
48 H 0.160 1.361 3.947
49 H 1.421 -2.676 3.144
50 H 0.477 -3.415 5.335
51 H 5.603 0.127 2.009
52 H 6.844 0.176 -0.191
53 H 5.577 0.141 -2.318
54 H 2.996 0.092 -2.218

## Properties
energy	-1793.53248	hartree
Kohn-Sham gap	5.567	eV
HOMO level	-17.2	eV
charge	+3
LUMO energy	-11.67	eV

Record 2
Below is a molecular structure, C19H28NO11W at a distorted geometry, with properties calculated with ωB97M-V with the def2-TZVPD basis set.

Cartesian coordinates (Å):
1 W -0.416 0.243 1.224
2 C -2.928 0.041 -0.850
3 C -3.302 1.331 -0.110
4 O -2.271 1.602 0.832
5 C -2.389 2.912 1.484
6 C -1.191 3.151 2.356
7 O 0.005 2.845 1.692
8 C 0.453 3.582 0.562
9 C 1.740 2.913 0.206
10 O 1.427 1.527 0.067
11 C 2.570 0.684 0.227
12 C 2.606 0.081 1.618
13 O 1.388 -0.678 1.829
14 C 1.196 -1.196 3.155
15 C -0.010 -2.137 3.077
16 O -1.056 -1.560 2.254
17 C -1.957 -2.509 1.635
18 C -2.979 -1.658 0.910
19 O -2.221 -0.813 0.045
20 H -2.237 0.234 -1.669
21 H -3.815 -0.463 -1.241
22 H -4.256 1.241 0.417
23 H -3.383 2.154 -0.827
24 H -3.302 2.922 2.085
25 H -2.525 3.609 0.646
26 H -0.841 2.073 3.066
27 H -1.171 4.068 2.936
28 H 0.637 4.625 0.832
29 H -0.276 3.543 -0.254
30 H 2.448 3.050 1.028
31 H 2.177 3.289 -0.722
32 H 3.485 1.259 0.075
33 H 2.529 -0.091 -0.533
34 H 2.674 0.843 2.399
35 H 3.451 -0.606 1.696
36 H 1.041 -0.356 3.832
37 H 2.083 -1.757 3.457
38 H -0.412 -2.283 4.081
39 H 0.274 -3.092 2.637
40 H -2.433 -3.104 2.416
41 H -1.392 -3.137 0.948
42 H -3.555 -1.054 1.618
43 H -3.651 -2.278 0.313
44 O -0.921 0.857 2.797
45 O 0.543 -2.844 -0.128
46 C 0.584 -1.868 -0.859
47 O 0.231 -0.664 -0.490
48 C 1.076 -1.946 -2.270
49 C 1.488 -3.169 -2.793
50 C 1.957 -3.250 -4.095
51 C 2.024 -2.111 -4.885
52 C 1.614 -0.908 -4.341
53 C 1.139 -0.800 -3.051
54 N 1.688 0.318 -5.165
55 O 2.099 0.207 -6.297
56 O 1.339 1.360 -4.645
57 H 1.432 -4.048 -2.165
58 H 2.274 -4.201 -4.499
59 H 2.387 -2.143 -5.902
60 H 0.828 0.159 -2.665

## Properties
energy	-1689.83826	hartree
Kohn-Sham gap (spin up / spin down)	7.346 / 7.347	eV
HOMO level (spin up / spin down)	-9.9 / -9.9	eV
charge	+1
LUMO energy (spin up / spin down)	-2.55 / -2.55	eV
relative energy (zero: lowest compared OMol25 entry of this formula, charge and spin)	60.6	kcal/mol

Record 3
Below is a molecular structure, C19H29 at a distorted geometry, with properties calculated with ωB97M-V with the def2-TZVPD basis set.

Cartesian coordinates (Å):
1 C 0.842 -0.646 2.742
2 C -0.660 -0.890 2.754
3 C -1.426 -0.164 1.613
4 C -2.326 -1.002 0.700
5 C -1.712 -2.289 0.105
6 C -0.614 -2.059 -0.912
7 C -0.941 -1.741 -2.234
8 C 0.860 -2.320 -0.648
9 C 1.348 -2.271 0.832
10 C 1.522 -0.855 1.390
11 H 1.051 0.376 3.068
12 H 1.302 -1.306 3.480
13 H -0.888 -1.963 2.767
14 H -1.048 -0.484 3.707
15 H -2.100 0.562 2.102
16 H -0.743 0.438 1.009
17 H -3.243 -1.278 1.256
18 H -2.650 -0.342 -0.129
19 H -1.375 -2.986 0.881
20 H -2.547 -2.830 -0.389
21 H -0.085 -1.334 -2.811
22 H -1.940 -1.355 -2.450
23 H 1.220 -3.311 -1.067
24 H 1.446 -1.572 -1.224
25 H 0.692 -2.901 1.452
26 H 2.345 -2.757 0.843
27 H 1.206 -0.097 0.672
28 H 2.597 -0.710 1.539
29 C -0.720 -2.291 -4.926
30 C -1.407 -2.886 -3.721
31 C -0.784 -4.209 -3.325
32 C -2.867 -2.805 -3.655
33 C -3.674 -3.678 -2.863
34 C -5.025 -3.398 -2.633
35 C -5.628 -2.249 -3.195
36 C -4.829 -1.351 -3.929
37 C -3.502 -1.659 -4.206
38 H -1.339 -2.039 -5.793
39 H -0.208 -1.353 -4.647
40 H 0.094 -2.950 -5.253
41 H -1.446 -5.065 -3.157
42 H -0.018 -4.504 -4.060
43 H -0.230 -4.046 -2.388
44 H -3.247 -4.556 -2.363
45 H -5.646 -4.088 -2.035
46 H -6.699 -2.050 -3.058
47 H -5.269 -0.428 -4.330
48 H -2.907 -0.957 -4.775

## Properties
energy	-741.03200	hartree
Kohn-Sham gap	7.008	eV
HOMO level	-12.4	eV
charge	+1
LUMO energy	-5.43	eV
relative energy (zero: lowest compared OMol25 entry of this formula, charge and spin)	46.5	kcal/mol